[1]
Computed, not measured: a cluster of 2 separate species, C4H12N3 in total in a non-equilibrium geometry, with wB97M-V/def2-TZVPD.

As for the multiplicity: 1. As for the relative energy (zero: lowest compared OMol25 entry of this formula, charge and spin): 216.45 kcal/mol. Its total charge is +1. Its HOMO energy is -13.01 eV. As for the gap between HOMO and LUMO: 5.01 eV.

XYZ file:
```
19
Properties=species:S:1:pos:R:3:forces:R:3
N -2.53770 0.18791 0.15214 -3.567 0.083 1.064
N 2.41748 -0.01916 1.10625 -0.076 0.104 -0.396
N 1.17693 1.48578 -0.65787 -1.388 -0.041 0.419
C -3.70937 -0.37016 0.46754 1.498 0.240 0.711
C 2.16873 -0.81241 -0.09892 0.053 0.412 0.283
C 0.14343 0.57976 -0.48961 2.937 -1.591 -0.100
C 0.69773 -0.85913 -0.46126 0.421 0.053 0.675
H -0.38265 0.77972 0.49473 -0.420 0.428 -0.088
H 2.26838 0.97087 0.84457 -0.365 -0.022 0.574
H 0.63328 -1.36910 -1.41472 -0.397 0.054 -0.340
H 0.76054 2.42448 -0.62394 0.078 0.245 -0.233
H -4.53216 -0.51561 -0.24458 0.012 0.461 -0.146
H 2.63682 -0.19061 -0.87727 0.377 -0.583 -0.639
H 2.64239 -1.79878 -0.03267 -0.172 0.317 -0.074
H -3.98931 -0.58417 1.50180 0.426 -1.048 0.090
H -3.30202 0.94926 -0.07779 1.627 0.276 -1.650
H 0.17069 -1.46743 0.27718 -0.201 0.123 -0.065
H 3.40634 -0.06522 1.33097 0.104 -0.183 0.152
H -0.66953 0.67401 -1.19655 -0.947 0.671 -0.238
```
Forces are in eV/Å.

Here are the natural (NBO) charges for atoms 1 to 8, given in e: N -0.742; N -0.677; N -0.169; C 0.077; C -0.242; C -0.386; C -0.434; H 0.391

---

[2]
Computed, not measured: a structure of composition C3H8O3Tm in a non-equilibrium geometry, with wB97M-V/def2-TZVPD.

As for the multiplicity: 4. As for the relative energy (zero: lowest compared OMol25 entry of this formula, charge and spin): 80.38 kcal/mol. Its total charge is +2. Its HOMO energy (spin up / spin down) is -15.78 / -16.14 eV. The expectation value of S² is 3.761. As for the gap between HOMO and LUMO (spin up / spin down): 4.51 / 4.40 eV.

XYZ file:
```
15
Properties=species:S:1:pos:R:3:forces:R:3
Tm 0.63706 3.27567 0.95775 -1.077 -4.580 2.143
O 0.28811 1.57036 2.32773 1.094 0.607 -4.237
O 0.91924 1.60300 -0.56879 3.690 -1.507 2.851
O -0.43329 -1.13271 -0.81961 2.818 4.485 0.085
C 2.00262 0.85742 -0.32067 -1.015 2.511 -4.204
C 0.01236 0.22643 1.60681 -1.199 3.233 2.267
C -1.71003 -1.66382 -1.09101 -1.033 0.292 -0.907
H -2.50558 -0.93194 -0.88360 0.119 -0.243 -0.155
H 2.80537 1.13552 -1.02363 -0.023 0.366 0.140
H 0.47729 -0.67316 2.03650 -0.199 0.640 -0.113
H 2.40194 -0.05503 0.14086 -1.885 -0.156 1.460
H -1.73352 -1.96697 -2.14510 -0.339 0.057 0.221
H -1.91367 -2.55466 -0.47563 0.548 0.429 -0.043
H -0.19733 -0.05700 -1.08676 -2.269 -5.083 0.643
H -1.05056 0.36689 1.34514 0.771 -1.050 -0.149
```
Forces are in eV/Å.

Here are the natural (NBO) charges for atoms 1 to 8, given in e: Tm 2.481; O -0.965; O -0.761; O -0.740; C 0.357; C -0.008; C -0.252; H 0.167

---

[3]
Computed, not measured: an isolated molecule of C3H9NOS in a non-equilibrium geometry, with wB97M-V/def2-TZVPD.

As for the multiplicity: 3. As for the relative energy (zero: lowest compared OMol25 entry of this formula, charge and spin): 66.24 kcal/mol. Its HOMO energy (spin up / spin down) is -4.65 / -10.66 eV. The expectation value of S² is 2.013. As for the gap between HOMO and LUMO (spin up / spin down): 5.26 / 6.85 eV.

XYZ file:
```
15
Properties=species:S:1:pos:R:3:forces:R:3
S -0.21681 1.97547 0.01734 -2.568 -1.173 -4.631
O -1.58220 2.00388 -0.59308 1.295 0.133 1.239
N -0.10190 2.17082 1.52953 0.796 -0.625 3.328
C 0.23372 -2.28880 -0.24264 1.393 1.987 0.142
C -0.22041 -0.88581 0.21066 0.688 2.219 0.947
C 0.48275 0.35430 -0.63051 -0.035 -0.816 2.452
H 1.15096 -2.51867 0.37357 -0.905 -0.371 -1.125
H 0.45451 -2.15951 -1.36318 -0.424 -1.045 1.675
H 0.63988 3.04981 -0.67670 0.937 1.849 -1.325
H 1.59013 0.60121 -0.62391 -0.932 -1.114 0.600
H -0.64025 -2.85539 0.05031 0.407 -1.068 -0.537
H 0.21315 0.50481 -1.65378 -0.702 -0.167 -0.679
H -0.69903 1.60724 2.12738 -0.788 0.004 0.393
H 0.05314 -0.60922 1.34851 -0.691 -1.043 -2.402
H -1.35764 -0.95016 0.12651 1.529 1.231 -0.078
```
Forces are in eV/Å.

Here are the natural (NBO) charges for atoms 1 to 8, given in e: S 1.458; O -0.911; N -0.668; C -0.623; C -0.398; C -0.547; H 0.218; H 0.221

---

[4]
Computed, not measured: an isolated molecule of C8H12F2N4S in a non-equilibrium geometry, with wB97M-V/def2-TZVPD.

As for the multiplicity: 1. As for the relative energy (zero: lowest compared OMol25 entry of this formula, charge and spin): 87.95 kcal/mol. Its HOMO energy is -8.07 eV. As for the gap between HOMO and LUMO: 8.35 eV.

XYZ file:
```
27
Properties=species:S:1:pos:R:3:forces:R:3
S -2.18297 0.93237 0.83416 0.966 -0.156 -1.030
F 2.70201 -0.51323 -1.98218 0.033 -0.146 0.198
F 1.61159 -1.70895 -0.47167 -0.731 0.662 -0.286
N 0.11798 3.23900 -1.56346 0.455 0.717 -0.768
N -0.47348 2.54107 -0.91672 0.090 0.784 -0.049
N 0.37121 1.38326 0.06880 -1.437 -2.570 1.167
N 1.56122 1.43518 -0.21442 1.962 1.428 -1.234
C -4.18245 -0.27225 -0.25966 0.507 -0.097 -0.066
C 2.64578 -0.79260 -0.66029 0.602 -1.550 0.714
C 3.89716 0.95159 0.79021 -2.592 0.000 0.075
C 2.77860 0.25004 1.62557 -0.642 2.405 -0.074
C -2.18928 -0.02166 -1.80921 0.767 -2.653 -0.133
C -2.91762 0.01797 -0.56974 -2.443 0.921 2.223
C 2.48616 0.45564 0.17384 2.214 -0.569 0.837
C -0.44766 0.49427 0.58132 -1.701 2.656 0.144
H -0.34831 -0.43866 0.98334 1.716 -2.275 0.643
H 3.88354 2.07390 1.00224 0.625 -1.834 -0.757
H 2.98260 -0.77062 1.87746 -0.302 -0.195 0.896
H 3.47870 -1.49481 -0.32587 -0.140 1.620 -0.643
H -2.27948 -1.04054 -2.30288 0.623 1.174 0.681
H 4.79161 0.33186 0.50931 -0.952 1.153 0.432
H -2.45388 0.66975 -2.51977 -1.203 1.842 -1.666
H -1.21154 0.28239 -1.49781 1.183 -0.818 -0.651
H 2.09547 1.00767 2.22735 1.767 -2.192 -0.666
H -4.48731 -0.18508 0.75404 -0.172 0.219 0.825
H -1.40722 2.28227 -0.59072 -1.075 -0.025 0.213
H -4.99527 -0.55608 -0.88118 -0.118 -0.501 -1.025
```
Forces are in eV/Å.

Here are the natural (NBO) charges for atoms 1 to 8, given in e: S 0.199; F -0.329; F -0.376; N 0.037; N -0.105; N -0.052; N -0.325; C -0.404

---

[5]
Computed, not measured: a structure of composition AgI4K2 in a non-equilibrium geometry, with wB97M-V/def2-TZVPD.

As for the multiplicity: 1. Its total charge is -1. Its HOMO energy is -4.10 eV. As for the gap between HOMO and LUMO: 4.24 eV.

XYZ file:
```
7
Properties=species:S:1:pos:R:3:forces:R:3
I -0.07841 -1.13624 -4.19976 -0.034 0.489 0.619
I -2.86936 -2.46394 1.59339 0.867 0.570 -0.593
I 3.51681 -1.21413 1.03584 -0.801 -0.231 -0.421
I 1.36806 2.13233 1.75302 -1.165 0.402 -0.497
Ag -0.07442 -1.71848 -0.05564 0.032 -0.225 0.682
K -2.22270 2.75807 1.87732 0.694 -0.466 0.143
K 0.36003 1.64240 -2.00418 0.407 -0.539 0.066
```
Forces are in eV/Å.

natural (NBO) atomic charges, in units of e: I -0.929; I -0.869; I -0.876; I -0.925; Ag 0.713; K 0.953; K 0.933

---

[6]
Computed, not measured: a structure of composition C32H42N6O3Tl in a non-equilibrium geometry, with wB97M-V/def2-TZVPD.

As for the multiplicity: 1. Its total charge is +1. Its HOMO energy is -9.87 eV. As for the gap between HOMO and LUMO: 6.70 eV.

XYZ file:
```
84
Properties=species:S:1:pos:R:3:forces:R:3
Tl -0.55202 -0.17107 0.27897 0.717 0.210 0.594
O -0.68641 -2.96853 -1.10817 0.181 0.247 -0.497
O 4.27510 -0.64072 -4.48026 0.187 0.251 0.056
O 1.21115 -0.84240 -0.92253 -0.154 -0.346 -0.778
N -2.46772 -0.64120 -1.24926 0.247 -0.375 0.562
N 0.33097 -2.17955 1.37496 -0.535 0.063 -0.038
N -0.71770 1.65850 -1.54690 0.239 0.070 -0.052
N -2.19527 1.10202 1.87906 -0.239 -0.241 -0.143
N -2.52484 -1.78192 1.41153 0.047 -0.121 0.065
N 1.05949 0.98745 1.49148 -0.944 0.360 -0.629
C 0.67033 0.92196 5.20282 0.053 -0.013 -0.035
C 0.50319 3.09525 -3.00740 0.007 0.067 -0.059
C 1.45431 -0.17968 5.52730 0.010 -0.018 0.003
C -0.64041 3.83657 -3.24886 -0.066 0.052 -0.008
C -3.75747 -0.95986 -0.61183 0.192 0.094 -0.139
C 2.61204 4.32121 0.99222 -0.033 -0.057 0.064
C 2.77577 -2.41343 -4.42485 0.208 0.093 -0.134
C 1.14793 2.40303 1.23594 0.258 -0.646 0.190
C 0.08206 3.21298 0.86398 0.067 0.200 0.103
C 0.42588 2.01380 -2.14693 -0.137 -0.204 0.217
C -0.63930 -4.49042 -2.86662 0.016 -0.049 -0.053
C 1.57914 -1.35974 -2.06716 -0.167 0.073 0.182
C 1.72364 -3.04060 -3.85229 -0.347 -0.028 0.317
C 3.23349 -1.20640 -3.85494 -0.023 0.046 -0.112
C -3.56125 -2.06039 0.41331 0.082 0.040 0.078
C -0.07040 -3.28108 -2.15951 -0.263 -0.115 0.425
C -3.36982 0.36941 2.37007 0.187 0.139 -0.051
C 2.12977 -0.86205 4.51991 -0.116 0.017 -0.026
C -3.01802 -1.07943 2.60119 0.059 -0.147 -0.142
C 0.53877 1.31906 3.87847 -0.078 -0.128 0.002
C 1.53847 5.11498 0.58784 0.068 -0.062 0.008
C 4.81640 0.54898 -3.91140 -0.040 -0.106 -0.089
C 2.41980 2.98694 1.31965 -0.011 0.084 -0.099
C 1.99310 -0.46819 3.19561 0.165 0.119 0.091
C 0.27317 4.55491 0.53448 -0.044 -0.085 0.005
C -1.82010 2.38210 -1.77840 0.225 -0.061 0.045
C -1.87547 -3.04101 1.82211 -0.048 0.063 -0.091
C -1.82829 3.47780 -2.61960 -0.009 0.039 -0.056
C 1.17889 0.61369 2.84830 -0.072 0.213 -0.086
C 1.06454 -2.56626 -2.67100 0.179 0.175 -0.133
C -0.50516 -2.80502 2.40587 0.291 0.164 -0.132
C 2.62392 -0.67766 -2.74282 -0.034 -0.060 0.282
H -0.57871 5.15978 0.23942 0.058 -0.041 0.029
H 3.25726 2.36720 1.62651 -0.088 0.054 -0.060
H 5.67934 0.80695 -4.51309 0.046 -0.005 -0.066
H -3.75474 0.76404 3.30859 0.010 0.167 0.145
H -4.16070 -0.04701 -0.18002 0.013 0.025 -0.049
H -0.68703 -5.30715 -2.14509 -0.017 0.037 -0.004
H -4.49591 -1.32731 -1.32586 0.020 0.030 -0.176
H -0.05728 2.19450 3.62502 0.176 0.000 0.097
H 1.44797 3.34928 -3.47344 -0.090 -0.023 0.045
H -0.11788 -3.76489 2.74488 0.158 -0.114 -0.019
H -0.09813 -4.82710 -3.74127 -0.067 -0.032 0.008
H -2.49987 -3.60566 2.52477 -0.051 0.061 0.039
H 0.17660 1.48500 5.98756 0.013 -0.046 -0.057
H 1.29639 1.40401 -1.91384 -0.266 0.134 0.018
H -3.23745 -2.93809 -0.14509 -0.028 -0.072 0.014
H -2.45600 2.00882 1.51551 -0.061 0.047 0.078
H -1.51707 1.25622 2.62155 -0.035 0.001 -0.003
H 4.09212 1.36455 -3.94643 -0.041 0.012 -0.017
H 0.30150 -2.68028 0.48843 0.038 -0.167 0.069
H 5.12625 0.38252 -2.87989 0.023 -0.030 0.039
H -0.61252 4.68847 -3.91817 -0.005 -0.045 0.049
H 1.28916 -2.05288 1.65893 0.007 0.110 0.014
H 2.57987 -0.93425 2.40790 -0.003 0.072 0.132
H -2.74328 4.03523 -2.78200 0.085 -0.041 0.017
H -2.22540 -1.10964 3.34896 -0.023 -0.012 0.075
H -4.52043 -2.30945 0.88329 -0.024 0.053 0.037
H 2.96484 0.24239 -2.28381 0.075 -0.185 -0.020
H 1.38887 -3.95434 -4.31825 -0.008 0.031 0.048
H -0.52792 -2.14693 3.27448 0.053 -0.001 0.061
H 2.78103 -1.69145 4.77257 -0.031 0.046 -0.021
H -2.00047 -1.48670 -1.58363 -0.206 -0.028 -0.129
H -4.16433 0.47147 1.64076 -0.133 0.024 -0.019
H -1.74335 -3.64661 0.92693 -0.058 -0.045 0.016
H -2.55824 0.02280 -2.00641 0.080 -0.030 -0.002
H 1.69152 6.15687 0.32800 -0.013 -0.104 0.031
H 1.56150 -0.48727 6.56042 0.005 0.025 -0.055
H -1.66565 -4.25865 -3.16102 0.038 0.000 0.027
H -2.72606 2.07297 -1.25415 0.148 0.056 -0.076
H -0.91027 2.79117 0.83001 0.081 0.097 -0.115
H 3.60999 4.74382 1.04920 -0.095 -0.019 0.001
H 3.27188 -2.80718 -5.30399 -0.043 0.063 0.092
H -3.88910 -1.58926 3.02740 -0.065 -0.120 0.000
```
Forces are in eV/Å.

Here are the Mulliken charges for atoms 1 to 8, given in e: Tl 2.552; O -0.423; O -0.461; O 0.028; N -0.502; N -0.328; N 0.340; N -0.119

---

[7]
Computed, not measured: an isolated molecule of C7H7N in a non-equilibrium geometry, with wB97M-V/def2-TZVPD.

As for the multiplicity: 1. As for the relative energy (zero: lowest compared OMol25 entry of this formula, charge and spin): 133.75 kcal/mol. Its HOMO energy (spin up / spin down) is -7.90 / -7.90 eV. The structure (SMILES) is c1cc2n3c1CC[C@@H]23. As for the gap between HOMO and LUMO (spin up / spin down): 7.82 / 7.82 eV.

XYZ file:
```
15
Properties=species:S:1:pos:R:3:forces:R:3
N -1.07063 0.63016 1.33623 0.100 -0.866 -2.212
C -1.40619 -1.34547 0.21840 1.223 0.396 -1.280
C 0.91210 -0.48700 0.75682 -0.699 1.118 -1.129
C -2.14337 -0.31700 -0.52289 -0.073 -0.237 2.947
C -0.50671 1.43256 0.34088 -0.234 -1.407 -1.416
C 0.75017 0.76832 -0.20638 1.018 -0.489 -0.279
C -0.51479 -0.67231 0.97810 -2.091 1.483 0.996
C -1.86499 1.00152 -0.20396 -1.084 -0.635 0.828
H 1.27730 -1.34046 0.27432 1.331 -1.089 -0.370
H 1.41808 1.54190 0.12490 1.269 -0.098 -0.231
H -0.35739 2.45763 0.34317 -0.300 1.997 0.984
H -1.10546 -2.21920 -0.36891 -0.453 -0.271 0.626
H 1.34590 -0.14214 1.65160 1.289 -0.102 0.924
H 0.89442 0.62764 -1.32612 -0.555 -0.003 1.551
H -3.03233 -0.69546 -0.93910 -0.740 0.202 -1.939
```
Forces are in eV/Å.

Here are the natural (NBO) charges for atoms 1 to 8, given in e: N -0.317; C -0.285; C -0.443; C -0.190; C -0.078; C -0.422; C 0.215; C -0.029

---

[8]
Computed, not measured: the ion C11H14N with charge +1 in a non-equilibrium geometry, with wB97M-V/def2-TZVPD.

As for the multiplicity: 1. As for the relative energy (zero: lowest compared OMol25 entry of this formula, charge and spin): 111.49 kcal/mol. Its total charge is +1. Its HOMO energy (spin up / spin down) is -11.55 / -11.55 eV. As for the gap between HOMO and LUMO (spin up / spin down): 5.47 / 5.47 eV.

XYZ file:
```
26
Properties=species:S:1:pos:R:3:forces:R:3
N -0.86526 -0.93536 1.56222 0.189 -2.160 -1.105
C 1.26333 1.78970 -0.23582 -0.329 -0.228 -0.285
C 1.27700 0.76819 -2.37235 0.777 2.239 0.870
C 1.49952 2.95695 0.20261 2.172 -1.904 2.347
C -1.92339 -0.00015 1.25449 -1.314 -4.807 -1.965
C 0.97435 0.71244 -0.97202 -1.478 -2.494 -1.404
C -0.49120 -1.26610 -1.49212 1.292 1.906 0.351
C -0.32285 -1.00905 -2.83542 1.060 -0.149 0.027
C 0.38195 -0.86237 0.84973 -1.513 3.313 0.500
C 0.17171 -0.44096 -0.59706 1.196 0.341 1.692
C -0.64978 -1.19624 2.93355 -0.598 2.072 0.944
C 0.63833 -0.07447 -3.23689 0.836 0.550 -2.454
H 1.15024 -0.17000 1.40000 -0.964 -0.676 -0.923
H -2.04847 -0.13465 0.13313 -0.363 1.287 1.523
H 1.89563 1.70096 -2.55456 -0.526 -1.687 -0.916
H -0.16965 -0.25226 3.35269 -0.347 -1.005 0.374
H 0.80608 -1.80273 0.81700 1.205 -2.160 0.116
H -1.61973 -1.37184 3.39731 0.106 0.128 0.292
H -0.95443 -2.11978 -1.10939 -0.978 -1.134 0.380
H -1.64946 0.85014 1.68160 0.789 4.815 0.969
H 1.15277 3.79456 -0.23680 -1.761 2.725 -1.287
H 0.95334 -0.03653 -4.32297 -0.721 0.103 1.360
H -0.74800 -1.66098 -3.57206 -0.307 -0.115 -0.292
H -0.04484 -2.04144 3.13684 0.797 -0.796 -0.017
H -2.87123 -0.30891 1.77416 0.841 0.010 -0.671
H 2.19404 3.11088 1.04215 -0.060 -0.173 -0.425
```
Forces are in eV/Å.

Here are the natural (NBO) charges for atoms 1 to 8, given in e: N -0.431; C 0.374; C -0.063; C -0.445; C -0.408; C -0.197; C -0.244; C -0.030